Entry from OMol25: C17H19ClN4O5 in the gas phase in a non-equilibrium geometry (ωB97M-V with the def2-TZVPD basis set).

Summary:
Max |F| (eV/Å): 1.4
E (a.u.): -1714.65868
E_HOMO (hartree): -0.3247
Energy relative to the best compared isomer or geometry (same formula, charge and spin) (kcal per mole): 37.2
Lowest unoccupied orbital energy (eV): 0.3168
Gap between HOMO and LUMO (Eh): 0.3363

Element x y z (Å)
H: 3.49777 -0.78737 0.16248
C: 1.39071 0.96551 3.36948
H: -2.05917 2.05832 -0.66626
C: -1.92876 -3.19341 -4.77403
N: 1.58565 -2.22869 -2.69090
Cl: -1.38522 -0.57059 5.77435
H: 3.00704 3.87274 4.16996
O: -0.87259 -2.92452 -3.85187
C: -0.22817 0.40392 -0.89313
C: -0.16472 0.46173 5.12250
H: -1.27811 -1.85784 -6.33035
H: 2.54424 3.43250 2.53025
H: -2.28670 -3.19863 -6.89095
C: 0.22505 1.59105 5.82041
C: -1.49255 -2.91641 -6.20558
C: -3.74565 0.85014 -1.31932
N: 2.43111 -1.83338 -1.82210
H: -4.47472 1.60020 -1.02705
H: 3.80393 2.51697 3.38144
H: -4.15169 -0.13887 -1.12690
O: 0.21965 1.38665 -0.34149
C: 2.57449 -0.22859 -0.01473
H: -2.16588 -4.24944 -4.63151
C: 1.67638 -0.27851 1.24221
O: 0.81074 -1.11135 1.35901
C: 1.20354 2.40405 5.27615
C: 0.44218 -1.52448 -2.55738
H: -2.60976 0.86702 0.53480
O: -1.42905 -0.74538 -3.78213
O: -1.50226 0.10562 -1.02084
C: -0.72211 -1.66713 -3.45636
H: -3.53989 0.93731 -2.38280
H: -0.22771 1.83102 6.76864
H: 0.09691 -0.74127 3.37106
H: 1.50979 3.28809 5.81534
C: 0.62823 -0.62029 -1.51345
C: -2.46147 1.04778 -0.53588
C: 2.85015 3.03351 3.49795
C: 0.40992 0.13953 3.90509
N: 1.89665 -0.86124 -1.10292
H: 2.70760 1.34460 1.86661
N: 2.00372 0.67580 2.14250
H: -2.79477 -2.57533 -4.51342
C: 1.79967 2.11783 4.05788
H: 2.80347 0.80833 -0.27736
H: -0.59763 -3.48752 -6.43941